A 11-piece molecular cluster, C45H64N4O29S overall at a distorted geometry, computed with wB97M-V/def2-TZVPD.

Structure (XYZ):
```
143
Properties=species:S:1:pos:R:3:forces:R:3
C 3.12639 5.69866 -3.26562 0.4 1.5 -1.6
O 2.68826 6.12717 -2.01129 -0.3 -2.1 2.8
C 2.48175 5.13745 -1.02993 -0.7 -1.3 -2.8
O 2.50953 3.91987 -1.23983 0.5 2.3 0.4
O 2.07877 5.75217 0.03622 -0.4 -0.3 1.4
C 1.39965 5.05764 1.12366 -0.8 0.6 1.1
H 2.87853 4.69483 -3.61055 0.0 0.0 0.5
H 4.16595 5.99527 -3.40504 0.5 -0.8 0.3
H 2.68078 6.44379 -3.92464 -0.5 -0.4 -0.4
H 1.47813 5.75609 1.95679 0.3 0.0 -0.1
H 1.66947 4.07489 1.51032 1.1 0.0 -0.9
H 0.32098 4.95914 1.00174 0.0 0.2 -1.0
C 0.76385 1.05809 -1.06507 2.4 -2.7 -4.0
O 0.22996 1.61311 -0.02225 -2.6 3.1 4.8
C -0.87584 1.19192 0.57711 -0.7 -0.8 0.8
O -1.52518 0.19004 0.33574 0.9 0.8 0.0
O -1.16731 2.06920 1.55571 1.8 1.0 -0.5
C -1.68159 1.63417 2.80307 -1.0 -0.7 -0.6
H 0.15640 1.15612 -1.96479 0.0 0.0 -0.2
H 0.98970 0.00707 -0.88494 -0.2 -0.4 -0.2
H 1.74308 1.51593 -1.20505 -0.2 0.2 -0.3
H -2.73847 1.54074 2.55330 -0.2 -0.6 1.0
H -1.54240 2.34968 3.61349 0.2 0.5 -0.6
H -1.17463 0.72310 3.12091 -0.4 -0.3 -0.1
C 3.70756 -2.67137 0.19111 1.6 -1.4 -1.8
O 3.24240 -2.70875 1.49306 -2.1 0.8 1.0
C 3.82438 -3.34565 2.47518 1.5 -0.2 1.3
O 4.87628 -3.92572 2.46853 0.1 -0.2 -0.5
O 3.11162 -3.14837 3.59894 -1.1 0.7 0.6
C 3.58512 -3.51652 4.91634 -0.1 -0.4 -0.2
H 3.13660 -1.99782 -0.44798 0.2 0.2 0.8
H 3.64818 -3.64483 -0.29567 -0.3 -0.3 0.2
H 4.78017 -2.47889 0.16746 -0.1 0.5 0.0
H 4.53649 -3.05100 5.17379 0.2 -0.4 -0.4
H 3.52729 -4.59808 5.03870 0.8 0.0 -0.3
H 2.90060 -3.17621 5.69334 -0.5 0.6 -0.6
C 0.57130 -3.18308 -0.93575 -0.1 -0.8 0.6
O 1.04298 -4.55493 -0.88398 0.3 1.1 -1.2
C 1.53328 -5.02634 -2.03331 1.0 3.2 -1.2
O 1.93879 -4.40574 -3.02371 -0.9 -0.6 1.8
O 1.59577 -6.28076 -1.87132 0.6 -3.0 -0.2
C 2.52810 -7.01718 -2.68443 -0.5 -0.8 0.8
H 1.19091 -2.63846 -0.22331 -0.6 0.1 0.2
H -0.45165 -3.40108 -0.62890 -0.1 1.3 0.0
H 0.66369 -2.70453 -1.91071 -0.2 -0.4 0.0
H 2.27017 -8.00236 -2.29586 0.4 -0.4 -0.8
H 3.55505 -6.81163 -2.38241 -0.1 0.3 -0.1
H 2.38329 -6.88831 -3.75706 -0.1 0.0 0.2
C -5.62697 6.58719 -0.92012 -0.1 -0.3 1.1
O -4.56203 5.64868 -0.84996 1.2 -1.7 -0.7
C -4.69106 4.35467 -1.26103 -0.6 0.2 -0.4
O -5.73210 3.81346 -1.62513 2.5 0.9 0.8
O -3.40918 3.80226 -1.21197 -2.7 1.1 -0.9
C -3.32326 2.40592 -1.47061 0.2 -1.0 1.3
H -5.20058 7.55672 -1.17765 -0.1 -0.3 -0.7
H -5.91212 6.71199 0.12449 -0.7 0.0 -0.1
H -6.44821 6.21144 -1.53044 0.1 0.3 0.0
H -3.98660 1.83847 -2.12336 -0.4 1.2 -0.8
H -3.56547 1.94465 -0.51319 0.7 -0.3 0.1
H -2.29294 2.23156 -1.78067 -0.1 -0.1 0.2
C -1.69526 -5.80547 -3.57472 0.0 -2.1 -0.8
O -1.37454 -4.51493 -3.22266 0.2 3.1 -0.3
C -1.87852 -3.42973 -3.89260 -1.7 -1.1 -0.7
O -2.63150 -3.48968 -4.85768 1.5 0.0 1.4
O -1.53391 -2.32179 -3.24020 -0.1 0.3 -0.5
C -2.16377 -1.08077 -3.73890 0.1 -1.0 0.6
H -2.11875 -6.27013 -2.68430 0.0 -0.2 -0.2
H -0.80006 -6.32960 -3.90939 0.5 0.0 0.6
H -2.31336 -6.01137 -4.44859 -0.7 1.0 0.2
H -3.21952 -1.27719 -3.92575 0.1 0.0 -0.2
H -1.64900 -0.74430 -4.63885 -0.1 0.1 0.2
H -2.07681 -0.40640 -2.88698 0.2 0.1 -0.3
C 2.37973 0.09380 4.71530 2.5 -0.2 0.4
C 1.04578 0.13024 5.04793 -0.3 0.2 -0.7
C 0.51266 1.26151 5.64089 -0.4 0.1 0.0
C 1.35109 2.30615 5.95516 2.3 0.3 0.6
C 2.76307 2.17758 5.85444 -0.6 -0.8 -1.4
C 3.31130 1.04050 5.16260 -2.5 2.6 1.0
N 0.79929 3.60483 6.43761 -2.4 -0.8 0.3
O -0.44101 3.68755 6.38082 1.4 0.0 -0.1
O 1.49897 4.46965 6.89229 0.7 -0.1 -0.2
H 2.88768 -0.69685 4.18307 -0.8 -0.5 -0.4
H 0.38258 -0.62231 4.64765 -0.1 -0.3 0.3
H -0.55002 1.35188 5.81106 0.0 0.1 0.0
H 3.39808 3.00770 6.12659 -0.1 0.0 0.1
H 4.33569 1.14834 4.83795 0.1 -0.7 0.2
C -6.11256 1.26216 2.51458 0.6 0.0 0.3
C -5.64467 1.14109 1.20247 -1.3 -0.4 -1.0
C -6.57420 1.21951 0.16243 -2.7 0.5 0.7
C -8.00257 1.48848 0.46897 3.1 0.3 0.2
C -8.34590 1.71802 1.77771 -0.9 0.5 -0.2
C -7.41354 1.57217 2.77948 -0.3 -0.4 0.3
N -8.94954 1.64479 -0.62438 -0.7 -1.3 -3.3
O -10.17854 1.77043 -0.44328 2.7 0.1 0.3
O -8.44414 1.48585 -1.78419 -1.4 0.7 2.9
H -5.51155 1.13132 3.40232 0.6 -0.1 -0.3
H -4.63700 0.86389 0.93014 0.2 0.1 0.3
H -6.37890 1.10933 -0.89404 0.4 0.0 0.1
H -9.30226 2.09905 2.10421 -0.4 -0.3 -0.5
H -7.77205 1.60365 3.79775 0.2 0.3 0.1
C -0.30595 -3.24871 3.63766 2.2 0.6 1.1
C -0.73443 -3.91384 4.78878 3.1 -0.6 -1.7
C -2.01502 -3.92783 5.04886 -3.6 -1.0 2.4
C -2.86252 -3.09929 4.38161 -1.8 -0.4 -0.9
C -2.43885 -2.36778 3.32473 -0.3 0.5 -2.1
C -1.13175 -2.47141 2.88357 -0.5 0.5 0.5
N -4.34412 -3.22845 4.57337 -1.0 2.3 -0.4
O -5.07683 -2.63909 3.75716 1.2 -1.1 0.7
O -4.77173 -3.73846 5.58001 0.4 -0.7 0.1
H 0.76729 -3.20260 3.52616 0.1 -0.3 -0.7
H -0.07115 -4.59563 5.30026 0.2 0.2 0.1
H -2.44864 -4.60938 5.76569 0.0 0.1 0.3
H -3.09705 -1.86362 2.63263 -0.5 0.2 0.5
H -0.86314 -1.88620 2.01652 0.4 -0.2 -0.1
C 1.59016 0.24504 -4.21662 -1.0 -0.5 -2.5
C 1.38337 1.54707 -4.79316 0.5 -1.9 -0.8
C 0.99637 1.69134 -6.16363 0.4 -0.5 1.6
C 0.76867 0.55952 -6.96075 -0.2 1.0 1.2
C 0.84381 -0.70453 -6.38333 0.8 -0.8 1.2
C 1.28833 -0.91464 -5.01649 -0.9 2.9 -1.1
N 0.20658 0.87494 -8.33832 1.1 2.6 1.4
O -0.47377 0.09036 -8.87958 -1.3 -2.7 -1.1
O 0.37695 2.01956 -8.76670 0.5 -0.7 0.6
H 1.95946 0.06228 -3.21831 -0.1 0.4 0.1
H 1.65289 2.39993 -4.18786 -0.3 0.3 -0.1
H 0.84769 2.67785 -6.57726 0.1 0.0 0.0
H 0.63206 -1.59346 -6.95898 -0.2 0.0 -0.2
H 1.21648 -1.89146 -4.56146 0.4 -0.2 -0.2
O 4.38053 -0.59267 -2.84684 0.5 0.3 -0.1
S 4.74135 0.20181 -1.71875 1.0 0.2 0.5
O 3.85524 0.16725 -0.58995 0.1 1.1 -0.1
O 6.16215 -0.41272 -1.16056 -0.9 -0.1 -1.8
C 6.74190 -0.01739 0.05771 0.9 0.1 2.1
C 7.12787 -1.19159 1.02270 -0.6 0.1 -1.3
C 5.19341 1.94153 -2.29782 0.2 -0.6 1.6
H 6.03480 0.61002 0.60035 0.1 0.2 0.0
H 7.67363 0.51878 -0.12254 -0.2 0.3 -0.4
H 7.84408 -0.90066 1.79114 -0.5 0.5 0.2
H 7.68077 -1.97837 0.50948 -0.4 -0.1 -0.4
H 6.18543 -1.57878 1.40999 0.4 -0.3 0.4
H 4.35950 2.59223 -2.56105 -0.4 -0.8 -0.7
H 6.03569 1.87638 -2.98660 -0.5 -0.2 -0.2
H 5.53291 2.50790 -1.43061 0.4 -0.5 0.4
```
Forces are in eV/Å.

Frontier orbital gap: 8.89 eV
E_HOMO: -9.79 eV
Total charge: 0
SMILES: O=[N+]([O-])c1ccccc1.O=[N+]([O-])c1ccccc1.O=[N+]([O-])c1ccccc1.O=[N+]([O-])c1ccccc1.CCOS(C)(=O)=O.COC(=O)OC.COC(=O)OC.COC(=O)OC.COC(=O)OC.COC(=O)OC.COC(=O)OC